[1]
ORCA calculation (ωB97M-V/def2-TZVPD) on a 10-piece molecular cluster, C30H80O10 overall at a distorted geometry.

```
120
Properties=species:S:1:pos:R:3:forces:R:3
C 9.8488 -13.4231 17.1907 -0.115 -0.378 -0.100
C 9.8505 -14.4459 18.2990 2.509 -0.127 1.607
C 11.2811 -15.0772 18.5000 0.182 -0.133 -1.177
O 9.6451 -13.7553 19.5358 -1.435 -0.381 0.690
H 9.0602 -12.6850 17.3369 0.032 0.021 0.191
H 9.6582 -13.8605 16.2107 0.489 0.003 -0.076
H 10.8338 -12.9684 17.2959 -0.089 0.449 -0.695
H 9.1470 -15.2699 18.1798 -0.362 0.352 0.280
H 11.4875 -15.7633 19.3214 -1.085 -0.359 0.031
H 12.0815 -14.3648 18.7000 -0.352 0.851 -0.297
H 11.5862 -15.5590 17.5711 0.071 -0.308 -0.073
H 10.0674 -12.8932 19.5295 0.158 0.024 -0.319
C 14.3816 -17.7477 22.8425 0.142 0.414 0.075
C 15.2863 -16.4799 23.0220 -1.436 -1.133 -0.739
C 14.5524 -15.1409 22.9107 0.511 -0.030 0.150
O 15.9904 -16.6341 24.2313 0.492 0.229 0.336
H 13.8105 -17.8620 21.9211 0.160 0.601 -0.316
H 13.6322 -17.7681 23.6338 0.086 -0.089 0.259
H 14.9927 -18.6491 22.8878 0.092 0.084 0.323
H 16.0480 -16.5014 22.2427 0.054 0.034 -0.075
H 13.8325 -14.9068 23.6950 0.063 -0.386 0.386
H 13.9918 -15.0236 21.9834 0.289 -0.166 -0.219
H 15.3496 -14.4000 22.9726 -0.236 0.418 -0.155
H 15.5121 -16.2387 24.9637 -0.209 0.052 -0.032
C 17.7333 -13.5574 21.1558 0.486 2.084 0.962
C 16.7807 -13.8482 20.0638 -0.101 -0.808 0.717
C 16.3119 -12.6831 19.2578 -0.570 0.883 -0.737
O 17.3848 -14.8783 19.3407 -0.077 -0.984 -1.770
H 18.7128 -13.2571 20.7836 0.103 -0.118 -0.606
H 17.9738 -14.3373 21.8784 -0.698 -0.038 0.015
H 17.3767 -12.6136 21.5683 0.022 -0.115 1.113
H 15.8446 -14.2776 20.4208 0.020 -0.225 0.515
H 15.6719 -13.0930 18.4764 0.101 0.138 -0.351
H 17.0474 -12.0017 18.8304 0.523 -0.398 -0.178
H 15.6712 -11.9947 19.8089 0.006 -0.227 0.462
H 17.9355 -14.4680 18.6699 0.212 -0.123 -0.133
C 13.8088 -8.1259 19.4378 1.486 -0.583 -0.958
C 13.3336 -8.3417 17.9721 0.956 -0.267 1.764
C 14.0949 -9.3807 17.1707 0.890 0.211 0.205
O 12.0238 -8.7738 18.0869 -2.100 0.294 -0.724
H 14.8666 -7.8742 19.3615 0.215 0.291 0.308
H 13.8059 -9.0786 19.9673 -0.293 -0.119 0.049
H 13.3156 -7.3692 20.0479 -0.327 -0.005 -0.459
H 13.4698 -7.4029 17.4352 -0.430 0.242 -0.033
H 13.9376 -9.1570 16.1156 0.267 -0.154 -0.054
H 13.8542 -10.4326 17.3251 -0.489 0.170 0.388
H 15.1437 -9.2872 17.4523 0.287 0.036 -0.496
H 11.4770 -8.0828 17.7060 -0.444 -0.198 0.093
C 13.0703 -8.0840 24.1229 0.066 -0.170 -0.869
C 13.2079 -9.0589 25.2751 -0.514 -1.100 -0.315
C 11.8749 -9.6804 25.6447 -1.553 1.164 1.743
O 14.0088 -10.1670 24.8823 1.125 0.308 -0.092
H 13.0458 -8.6682 23.2030 -0.052 -0.198 -0.129
H 13.9438 -7.4450 23.9929 -0.122 0.264 0.293
H 12.1277 -7.5375 24.0955 0.209 0.349 0.402
H 13.7030 -8.5877 26.1243 -0.148 -0.080 0.102
H 11.4213 -10.4455 25.0145 0.475 0.214 -0.603
H 11.1464 -8.8827 25.7892 -0.351 0.225 -0.550
H 11.7922 -10.0925 26.6504 0.887 -0.410 0.128
H 13.4122 -10.7095 24.3614 0.108 -0.642 -0.133
C 12.4960 -13.6635 28.9762 1.275 0.311 -0.558
C 11.8283 -14.2628 27.7238 1.113 1.062 -0.305
C 12.7392 -14.5067 26.4296 -0.994 0.743 1.996
O 11.2832 -15.4690 28.1686 -0.613 -0.810 -0.129
H 11.9067 -13.1168 29.7124 -0.790 -0.581 -0.213
H 13.2246 -12.8952 28.7173 0.286 -0.054 -0.381
H 13.0403 -14.4675 29.4717 -0.011 0.065 0.149
H 11.0678 -13.5467 27.4125 -0.494 -0.113 -0.169
H 12.0416 -14.8099 25.6489 0.268 -0.379 -0.112
H 13.4908 -15.2506 26.6937 0.031 -0.109 -0.334
H 13.2067 -13.5755 26.1095 0.106 -0.028 0.055
H 11.3791 -16.1294 27.4785 -0.171 -0.086 -0.060
C 7.5613 -15.0255 26.8577 1.380 1.673 -0.296
C 7.8397 -13.9622 25.7293 -0.217 -0.924 -0.637
C 8.9864 -14.3370 24.7224 -0.142 -1.093 2.033
O 6.7058 -13.8759 24.9398 -1.842 -0.059 -0.505
H 7.0808 -14.4937 27.6790 -0.336 -0.224 -0.041
H 8.5573 -15.2599 27.2332 0.017 -0.493 0.230
H 7.0101 -15.9279 26.5930 0.099 0.272 -0.404
H 7.9068 -12.9735 26.1833 0.986 0.048 0.429
H 8.8912 -14.0200 23.6839 0.014 0.704 0.424
H 8.8992 -15.4225 24.6755 0.161 -0.254 -0.157
H 9.9405 -14.1487 25.2146 0.307 0.263 -0.464
H 6.9540 -13.3370 24.1851 -0.360 -0.092 -0.455
C 7.6115 -10.8162 23.0320 -0.345 -0.194 -0.479
C 6.9076 -11.6496 21.9289 1.076 0.320 -0.031
C 7.3728 -11.2783 20.4883 0.606 -0.826 0.397
O 7.2522 -12.9995 22.3074 -0.069 0.294 -0.971
H 8.4056 -11.4046 23.4916 -0.016 -0.285 -0.198
H 6.9265 -10.5885 23.8487 0.050 0.544 -0.167
H 8.1327 -9.9739 22.5772 -0.455 0.446 0.337
H 5.8190 -11.5955 21.9224 -0.063 0.335 0.343
H 8.4554 -11.2053 20.3847 0.251 0.024 0.504
H 7.0061 -10.3409 20.0700 -0.500 -0.105 0.348
H 7.1443 -12.1114 19.8237 -0.450 0.091 -0.213
H 7.3045 -13.5179 21.5012 -0.011 -0.395 -0.053
C 12.9912 -12.3203 20.8474 2.463 -0.369 -0.861
C 12.7927 -11.3546 21.9600 -4.106 0.030 -2.323
C 11.3795 -10.7572 21.8177 -0.545 1.125 0.231
O 12.7616 -12.1271 23.1022 1.336 0.171 2.419
H 13.9667 -12.7337 21.1036 0.262 -0.459 -0.308
H 13.1545 -11.8772 19.8650 -0.484 0.073 -0.104
H 12.3285 -13.1852 20.8167 -0.543 0.351 0.037
H 13.4364 -10.4789 21.8765 0.835 -0.594 0.839
H 11.2793 -9.9392 22.5310 -0.035 0.344 -0.086
H 10.5242 -11.3801 22.0795 0.365 -0.828 0.039
H 11.1398 -10.3812 20.8231 0.363 0.253 -0.147
H 12.2482 -12.9124 22.8988 -0.073 -0.061 0.113
C 17.3740 -8.3922 23.3921 -0.585 -0.510 -0.883
C 16.7505 -8.7948 22.0514 -0.136 -2.725 1.638
C 17.7200 -8.8968 20.9204 0.653 2.019 -0.816
O 16.3109 -10.1613 22.2293 -0.401 -0.389 -0.374
H 16.7319 -8.8323 24.1550 -0.160 0.478 0.217
H 17.3642 -7.3026 23.4218 0.728 -0.054 0.536
H 18.3021 -8.9572 23.4784 0.415 0.738 0.135
H 15.8288 -8.2223 21.9470 0.276 0.560 -0.946
H 18.6441 -9.4719 20.9775 -0.493 -0.788 0.987
H 18.1657 -7.9021 20.9247 -0.044 0.491 -0.873
H 17.2901 -9.1403 19.9488 -0.269 0.249 0.092
H 15.6055 -10.1584 22.8804 -0.159 -0.151 0.395
```
Positions in Å, forces in eV/Å.

max |F| = 4.72 eV/Å
SMILES = CC(C)O.CC(C)O.CC(C)O.CC(C)O.CC(C)O.CC(C)O.CC(C)O.CC(C)O.CC(C)O.CC(C)O
energy relative to the best compared isomer or geometry (same formula, charge and spin) = 4.9784 eV
charge = 0
Kohn-Sham gap = 9.66 eV

Here are the Löwdin charges for atoms 1 to 4, given in e: number 1, C, carries -0.052; number 2, C, carries -0.439; number 3, C, carries -0.060; number 4, O, carries -0.088



[2]
ORCA calculation (ωB97M-V/def2-TZVPD) on C28H34BN2O5SSe3Si2TaTe as an isolated structure at a distorted geometry.

```
78
Properties=species:S:1:pos:R:3:forces:R:3
Ta -0.2899 -0.4833 -1.4352 -0.126 -3.712 2.290
Se 0.7110 -2.5713 -2.2078 1.539 -0.951 -0.231
Se 1.5198 -4.5229 -2.9966 -0.186 0.022 -0.080
Te -2.0902 -3.4806 -4.7516 -0.010 0.230 0.164
Se -1.3449 -1.7257 -3.1223 -1.990 -1.637 -2.818
C -0.6788 -1.3520 3.8378 -0.050 -0.042 0.044
Si -0.3722 -0.5351 2.1464 -0.062 -0.342 0.345
C -1.2668 1.1170 2.2967 -0.128 0.217 -0.095
C 1.4656 -0.2176 2.3038 0.316 0.103 -0.076
C -0.9544 -1.6063 0.6940 -0.996 0.832 -0.936
C -2.4965 -1.6062 0.6046 0.122 0.052 0.350
C -3.3547 -1.0894 1.6007 0.155 0.026 -0.151
C -4.7261 -1.2097 1.4759 0.067 0.015 0.064
C -5.2586 -1.8582 0.3740 0.005 0.007 -0.107
C -4.3576 -2.3522 -0.5560 -0.040 -0.030 -0.005
N -3.0430 -2.2351 -0.4424 0.057 -0.080 0.034
Si -0.6566 -3.4620 0.9056 0.273 0.061 0.205
C 1.1599 -3.8365 1.2191 0.143 -0.165 0.089
C -1.5614 -4.0854 2.4445 -0.021 -0.124 0.137
C -1.2399 -4.6116 -0.4386 -0.103 -0.199 -0.334
H -0.5686 -0.5804 4.6098 0.038 -0.047 -0.065
H 0.0587 -2.1341 4.0452 -0.064 0.055 -0.005
H -1.6703 -1.7943 3.9478 0.040 0.032 0.036
H -0.5545 1.9456 2.2772 0.009 -0.033 0.008
H -1.8182 1.1613 3.2410 0.045 0.031 -0.015
H -1.9818 1.2974 1.4933 0.049 0.029 0.025
H 1.5894 0.4217 3.1864 -0.013 -0.063 -0.019
H 1.9448 0.2852 1.4660 -0.015 -0.028 0.015
H 2.0168 -1.1396 2.5084 0.007 0.043 0.062
H -2.9546 -0.5932 2.4699 -0.031 -0.042 0.041
H -5.3732 -0.8069 2.2469 0.013 0.008 -0.011
H -6.3257 -1.9748 0.2355 0.030 0.003 -0.007
H -4.7017 -2.8678 -1.4483 -0.016 0.004 0.011
H 1.6274 -3.1351 1.9163 -0.003 -0.043 -0.016
H 1.7241 -3.8737 0.2845 0.059 0.031 0.021
H 1.2326 -4.8330 1.6731 -0.003 0.090 -0.061
H -0.9797 -3.9477 3.3570 -0.064 -0.007 -0.027
H -1.7352 -5.1611 2.3226 0.015 0.100 0.011
H -2.5344 -3.6055 2.5843 0.026 -0.057 -0.013
H -1.6415 -4.1200 -1.3209 -0.009 0.028 -0.014
H -2.0370 -5.2451 -0.0362 0.048 0.026 -0.054
H -0.4185 -5.2505 -0.7720 -0.015 -0.063 0.046
O -1.8271 2.9777 -0.4449 -0.047 -0.153 0.151
B -1.5869 1.9524 -1.3508 -0.875 1.014 -0.529
O -0.7953 2.4126 -2.4302 -0.436 0.375 0.467
C -0.5170 3.7228 -2.1100 0.397 -0.247 -0.435
C 0.2613 4.6101 -2.8117 0.079 0.163 -0.017
C 0.4363 5.8747 -2.2437 -0.042 -0.086 -0.008
C -0.1527 6.2065 -1.0281 -0.055 -0.124 0.046
C -0.9446 5.2879 -0.3310 0.033 0.137 -0.053
C -1.1128 4.0541 -0.9131 -0.154 -0.077 0.308
H 0.7157 4.3303 -3.7529 0.036 -0.008 0.043
H 1.0509 6.6036 -2.7560 -0.019 -0.006 0.006
H 0.0075 7.1915 -0.6089 0.006 -0.014 -0.001
H -1.4015 5.5230 0.6213 0.001 0.012 -0.033
S -3.5966 0.4041 -2.3013 -0.793 -0.181 -0.088
C -2.1918 0.5330 -1.5630 0.923 1.231 -0.095
C 3.7685 -1.8177 -1.0151 -0.073 0.147 -0.047
O 2.6204 -1.3256 -0.3237 0.142 0.033 0.206
H 3.6480 -2.8642 -1.2961 0.022 -0.092 0.010
H 4.6698 -1.6907 -0.4101 0.016 0.002 -0.018
H 3.8634 -1.2314 -1.9272 0.011 0.000 -0.006
H 2.5357 -1.8052 0.5073 -0.031 -0.004 -0.039
O 0.1146 0.8698 -0.1314 1.887 2.217 -0.211
C 1.2131 1.2494 -0.8948 -0.055 0.409 0.732
N 1.3434 0.5787 -2.0867 -0.371 0.582 0.530
C 2.5064 1.0545 -2.7346 -0.183 -0.060 0.075
O 2.9036 0.6904 -3.8231 0.058 -0.033 0.015
C 3.0676 2.0576 -1.8135 0.179 0.178 0.054
C 4.2189 2.8316 -1.9136 -0.104 -0.111 -0.049
C 4.5241 3.6983 -0.8817 -0.030 0.035 0.126
C 3.6864 3.8028 0.2547 0.026 -0.016 -0.115
C 2.5400 3.0559 0.3754 0.039 -0.085 -0.184
C 2.2281 2.1640 -0.6752 0.352 0.371 0.292
H 4.8604 2.7406 -2.7821 -0.028 0.005 0.004
H 5.4194 4.3044 -0.9364 -0.008 0.006 0.013
H 3.9605 4.4865 1.0488 -0.002 0.023 -0.018
H 1.8988 3.1419 1.2427 -0.014 -0.023 0.009
```
Positions in Å, forces in eV/Å.

max |F| = 4.36 eV/Å
energy relative to the best compared isomer or geometry (same formula, charge and spin) = 3.5724 eV
charge = -1
multiplicity = 2
Kohn-Sham gap (spin up / spin down) = 4.84 / 5.08 eV

Here are the natural (NBO) charges for atoms 1 to 4, given in e: number 1, Ta, carries 1.356; number 2, Se, carries 0.196; number 3, Se, carries -0.334; number 4, Te, carries -0.242



Q: Among the records above, which one has the lowest energy relative to the best compared isomer or geometry (same formula, charge and spin)?
A: C28H34BN2O5SSe3Si2TaTe



Q: What is the max |F| in the first record?
A: 4.72 eV/Å